[1]
{"formula": "C5H14N3", "method": "the ωB97M-V functional and the def2-TZVPD basis", "e_above_lowest_kcal_mol": 174.7, "gap_ev": 4.407, "charge": 1, "homo_ev": -13.06, "symbols": ["C", "C", "C", "C", "N", "C", "N", "N", "H", "H", "H", "H", "H", "H", "H", "H", "H", "H", "H", "H", "H", "H"], "coordinates": [[-2.070, -1.068, -0.504], [-0.752, -1.146, 0.268], [0.559, -1.496, -0.503], [1.114, -0.242, -1.415], [0.608, 1.021, -1.030], [1.456, 1.776, -0.257], [2.572, 1.351, 0.214], [-2.275, 0.363, -0.889], [-2.851, -1.433, 0.157], [-1.942, -1.684, -1.422], [-0.787, -1.886, 1.066], [-0.543, -0.177, 0.744], [1.378, -1.531, 0.227], [0.647, -2.374, -1.129], [0.795, -0.465, -2.461], [2.207, -0.201, -1.351], [-0.169, 1.643, 5.505], [1.246, 2.851, -0.182], [3.213, 2.039, 0.595], [0.182, 1.175, 5.045], [-1.480, 0.830, -1.303], [-3.108, 0.655, -1.374]], "mulliken_charge": [-0.34, -0.71, -0.57, -0.53, -0.11, -0.08, -0.38, -0.45, 0.36, 0.25, 0.37, 0.44, 0.37, 0.37, 0.37, 0.43, 0.07, 0.44, 0.30, -0.07, 0.22, 0.24]}



[2]
{"formula": "C5H14N3O", "method": "the ωB97M-V functional and the def2-TZVPD basis", "e_above_lowest_kcal_mol": 91.3, "gap_ev": 8.915, "charge": 1, "homo_ev": -12.61, "symbols": ["C", "C", "C", "C", "C", "N", "N", "N", "O", "H", "H", "H", "H", "H", "H", "H", "H", "H", "H", "H", "H", "H", "H"], "coordinates": [[-1.232, -0.485, -1.776], [-0.084, -0.778, -0.987], [0.586, -0.335, 0.252], [1.935, -0.870, 0.648], [-1.506, -1.326, -2.996], [-0.970, 1.305, 0.792], [0.171, 0.573, 1.089], [1.358, 1.646, 3.075], [-2.867, -1.112, -3.303], [-1.852, 0.286, -1.411], [0.533, -1.530, -1.336], [1.741, -1.944, 0.687], [2.322, -0.455, 1.479], [2.613, -0.565, -0.024], [-1.332, -2.334, -2.621], [-0.627, -0.908, -3.605], [-0.987, 2.194, 1.303], [-1.892, 0.941, 0.757], [0.776, 1.041, 1.990], [1.021, 2.585, 2.910], [2.349, 1.731, 3.201], [1.106, 1.508, 4.043], [-3.164, -1.168, -4.169]], "mulliken_charge": [-0.15, -0.27, 0.56, -1.70, -0.39, -0.63, 0.18, -0.83, -0.49, 0.45, 0.42, 0.38, 0.37, 0.44, 0.29, 0.29, 0.19, 0.24, 0.47, 0.31, 0.29, 0.27, 0.31]}



[3]
{"formula": "C5H14N3O", "method": "the ωB97M-V functional and the def2-TZVPD basis", "e_above_lowest_kcal_mol": 141.7, "gap_ev": 9.558, "charge": 1, "homo_ev": -12.99, "symbols": ["C", "C", "C", "C", "C", "N", "N", "N", "O", "H", "H", "H", "H", "H", "H", "H", "H", "H", "H", "H", "H", "H", "H"], "coordinates": [[-1.636, 1.985, 0.166], [-2.064, -0.103, 1.104], [1.689, 0.074, 1.002], [2.131, -0.228, -1.254], [-0.105, -0.474, -0.618], [-0.116, -1.585, -0.006], [-1.259, 0.798, 0.407], [1.159, 0.358, -0.368], [-1.164, -2.461, -0.429], [-1.533, -2.200, -1.285], [-2.633, 2.380, 0.474], [-0.987, 2.617, -0.454], [-1.280, -0.823, 1.434], [-2.568, 0.163, 1.971], [-2.726, -0.571, 0.369], [2.423, 0.924, 1.254], [0.805, 0.029, 1.671], [2.209, -0.834, 1.136], [2.232, -1.247, -0.905], [1.824, -0.197, -2.244], [3.025, 0.434, -1.155], [-0.463, -0.384, -1.707], [1.036, 1.346, -0.564]], "mulliken_charge": [-0.30, -0.99, -0.71, -1.02, -0.17, -0.32, -0.09, 0.03, -0.36, 0.36, 0.29, 0.18, 0.39, 0.48, 0.29, 0.35, 0.29, 0.33, 0.40, 0.41, 0.37, 0.46, 0.33]}



[4]
{"formula": "C5H14N3O4", "method": "the ωB97M-V functional and the def2-TZVPD basis", "e_above_lowest_kcal_mol": 0.0, "gap_ev": 10.646, "charge": 1, "homo_ev": -13.57, "symbols": ["C", "C", "C", "C", "C", "N", "N", "N", "O", "O", "O", "O", "H", "H", "H", "H", "H", "H", "H", "H", "H", "H", "H", "H", "H", "H"], "coordinates": [[2.237, 0.560, 1.740], [0.201, 0.985, 1.530], [1.314, 0.323, 0.556], [1.682, 1.114, -0.681], [-2.329, -1.365, -1.326], [-1.977, -0.352, -2.054], [-1.604, -1.843, -0.346], [0.907, -1.088, 0.243], [1.179, 1.009, 2.654], [-0.235, 2.227, 1.112], [0.656, 1.480, -1.490], [-3.548, -1.963, -1.573], [2.698, -0.380, 2.162], [3.046, 1.234, 1.503], [-0.615, 0.146, 1.689], [2.352, 0.491, -1.342], [2.250, 1.997, -0.368], [-2.590, -0.036, -2.775], [-1.053, 0.048, -2.017], [-0.601, -1.443, -0.055], [-1.728, -2.650, 0.120], [0.969, -1.650, 1.191], [1.687, -1.395, -0.433], [-0.935, 2.528, 1.706], [0.093, 2.099, -0.957], [-4.056, -2.075, -0.789]], "mulliken_charge": [-0.99, 0.13, 0.96, -1.04, 0.63, -0.20, -0.33, -0.63, -0.39, -0.50, -0.53, -0.48, 0.29, 0.28, 0.26, 0.41, 0.44, 0.25, 0.23, 0.31, 0.18, 0.39, 0.29, 0.36, 0.33, 0.34]}



[5]
{"formula": "C5H14N3PdS", "method": "the ωB97M-V functional and the def2-TZVPD basis", "multiplicity": 3, "gap_ev": [2.242, 6.994], "charge": -1, "homo_ev": [0.80, -3.79], "symbols": ["C", "Pd", "N", "H", "H", "H", "H", "H", "H", "H", "H", "C", "N", "C", "C", "N", "C", "S", "H", "H", "H", "H", "H", "H"], "coordinates": [[2.208, -2.238, -1.712], [0.604, -0.966, -1.771], [2.174, 0.548, -2.106], [-0.894, -1.680, -1.941], [-1.053, -0.728, -1.988], [1.777, -3.201, -1.391], [2.984, -1.889, -1.014], [2.587, -2.330, -2.742], [2.408, 0.919, -1.180], [1.804, 1.297, -2.699], [2.999, 0.120, -2.533], [-0.345, 2.259, 2.087], [-1.123, 1.066, 1.781], [-2.085, 0.494, 2.590], [-2.607, -0.558, 1.904], [-1.949, -0.600, 0.686], [-1.055, 0.418, 0.583], [-0.180, 1.030, -0.723], [0.711, 2.092, 1.842], [-0.706, 3.115, 1.503], [-0.456, 2.465, 3.154], [-2.300, 0.897, 3.565], [-3.375, -1.262, 2.162], [-2.129, -1.270, -0.059]], "mulliken_charge": [-1.19, -0.48, -0.88, 0.01, -0.06, 0.27, 0.27, 0.29, 0.31, 0.26, 0.31, -2.37, 2.48, -0.82, -1.18, 0.17, -1.51, 0.50, 0.19, 0.16, 0.94, 0.74, 0.52, 0.09]}



[6]
{"formula": "C5H14N3S", "method": "the ωB97M-V functional and the def2-TZVPD basis", "e_above_lowest_kcal_mol": 59.6, "gap_ev": 9.001, "charge": 1, "homo_ev": -12.48, "symbols": ["C", "C", "C", "C", "C", "N", "N", "N", "S", "H", "H", "H", "H", "H", "H", "H", "H", "H", "H", "H", "H", "H", "H"], "coordinates": [[1.901, -0.088, -0.081], [1.079, -2.201, 0.504], [-3.674, 0.844, 0.249], [-2.499, -0.582, -1.307], [3.945, 1.626, 0.009], [0.890, -0.848, 0.214], [-1.279, 0.500, 0.255], [-2.413, 0.149, -0.243], [3.612, -0.193, 0.192], [1.902, -2.468, 1.165], [1.243, -2.800, -0.393], [0.139, -2.614, 0.882], [-4.504, 0.124, 0.278], [-3.431, 1.074, 1.315], [-3.696, 1.839, -0.312], [-1.576, -1.127, -1.650], [-3.462, -0.862, -1.715], [1.586, 0.941, -0.606], [2.921, 1.977, -0.060], [4.551, 1.846, -0.835], [4.465, 1.774, 0.955], [-1.320, 1.254, 0.971], [-0.380, -0.166, 0.213]], "mulliken_charge": [-0.08, -1.14, -0.86, -0.22, -0.67, -0.27, -0.67, 0.42, 0.01, 0.34, 0.37, 0.34, 0.37, 0.31, 0.34, 0.27, 0.25, 0.26, 0.24, 0.30, 0.30, 0.19, 0.61]}



[7]
{"formula": "C5H14N3Si", "method": "the ωB97M-V functional and the def2-TZVPD basis", "e_above_lowest_kcal_mol": 103.9, "gap_ev": [7.549, 7.546], "charge": 1, "homo_ev": [-11.51, -11.51], "symbols": ["C", "C", "C", "C", "C", "N", "N", "N", "Si", "H", "H", "H", "H", "H", "H", "H", "H", "H", "H", "H", "H", "H", "H"], "coordinates": [[1.778, -0.246, 0.380], [0.206, 1.676, 0.188], [-0.242, 2.297, -1.079], [-0.636, -1.462, -1.311], [-1.571, -0.016, 1.972], [1.166, 0.767, 0.255], [-0.807, -1.110, 0.078], [-1.326, -0.048, 0.510], [3.226, -1.584, 0.438], [0.038, 2.200, 1.074], [-1.235, 2.542, -0.909], [-0.075, 1.572, -1.802], [0.389, 3.026, -1.454], [0.444, -1.326, -1.469], [-0.804, -2.467, -1.493], [-1.441, -1.057, -1.890], [-1.521, 0.963, 2.320], [-2.612, -0.179, 2.054], [-0.783, -0.727, 2.496], [-1.870, 0.631, -0.149], [3.088, -1.391, 2.001], [4.432, -1.378, -0.400], [2.718, -2.932, 0.165]], "mulliken_charge": [0.10, -0.27, -1.26, -0.75, -0.82, -0.09, -0.56, 0.41, 0.32, 0.53, 0.34, 0.40, 0.39, 0.24, 0.29, 0.38, 0.35, 0.41, 0.26, 0.38, -0.01, -0.01, -0.04]}



[8]
{"formula": "C5H14N4", "method": "the ωB97M-V functional and the def2-TZVPD basis", "e_above_lowest_kcal_mol": 84.4, "gap_ev": 7.464, "charge": 0, "homo_ev": -6.82, "symbols": ["C", "N", "C", "C", "H", "H", "H", "H", "H", "H", "H", "C", "N", "C", "N", "N", "H", "H", "H", "H", "H", "H", "H"], "coordinates": [[-1.402, -1.077, 0.432], [-1.417, -0.077, 1.311], [-1.012, -0.681, -1.562], [-1.709, 0.299, -2.139], [-0.002, 0.258, 1.947], [-2.286, 0.448, 1.273], [-2.330, -1.561, 0.128], [-0.567, -1.768, 0.531], [-0.856, -1.593, -2.148], [-1.959, 1.207, -1.589], [-2.070, 0.275, -3.166], [0.675, 1.903, -0.186], [1.174, 0.535, -0.308], [1.581, -0.127, 0.777], [2.367, -1.220, 0.574], [1.138, 0.203, 1.992], [0.517, -0.063, -0.959], [2.315, -1.997, 1.211], [2.631, -1.428, -0.376], [1.549, -0.288, 2.774], [0.576, 2.305, -1.193], [1.387, 2.506, 0.379], [-0.300, 1.939, 0.300]], "mulliken_charge": [-0.46, -0.62, -0.58, -0.57, 0.38, 0.16, 0.39, 0.22, 0.33, 0.18, 0.29, -0.88, -0.22, 0.45, -0.47, -0.45, 0.22, 0.21, 0.25, 0.21, 0.33, 0.35, 0.28]}